No. 1
Density functional theory data (ωB97M-V/def2-TZVPD) for a 8-piece molecular cluster, C36H63B3N10O4S overall at a distorted geometry.

Summary:
Frontier orbital gap in Eh: 0.1965
Lowest unoccupied orbital energy in eV: -0.57
Electronic energy in Eh: -2730.3424

Structure (ORCA input):
```
! RIJCOSX wB97M-V def2-TZVPD def2/J DEFGRID3
* xyz 0 1
B 5.1825 -0.5127 1.0921
O 4.2923 -1.3812 0.2971
B 4.8824 -1.6790 -1.0231
O 6.3051 -1.5367 -1.4030
B 7.0568 -0.6962 -0.4506
C 8.3474 0.2642 -0.7903
C 8.2404 1.1071 -2.1919
S 6.4977 1.4878 -2.7630
C 6.7387 2.0468 -4.5743
N 6.5965 3.4212 -5.1921
N 6.9371 3.2624 -6.5552
C 7.3031 1.7942 -6.8335
O 7.1728 1.0146 -5.5722
O 6.6360 -0.7503 0.9937
H 4.8231 0.3969 1.7661
H 4.1393 -2.1180 -1.8473
H 9.2893 -0.4589 -0.8893
H 8.5517 0.9514 0.1377
H 8.7608 2.1613 -1.9853
H 8.8538 0.6388 -3.0924
H 7.6525 1.3906 -7.8867
C -0.6879 0.2182 0.5996
C -0.4864 -1.2340 1.0204
C 0.7648 -1.4372 1.8770
C 1.9982 -1.0247 1.0901
N 3.0214 -0.6825 0.4375
H 0.1357 0.5757 -0.0264
H -1.6076 0.3203 0.0148
H -0.7658 0.8732 1.4749
H -0.4270 -1.8589 0.1208
H -1.3647 -1.5656 1.5852
H 0.8569 -2.4901 2.1636
H 0.7052 -0.8398 2.7931
C -5.5827 -1.2781 -2.5333
C -4.4586 -0.5484 -3.2617
C -3.1618 -0.4936 -2.4516
C -3.4029 0.2468 -1.1462
N -3.6029 0.8610 -0.0632
H -5.8593 -0.7696 -1.6043
H -6.4790 -1.3177 -3.1605
H -5.2905 -2.3061 -2.2904
H -4.7920 0.4692 -3.4995
H -4.2648 -1.0545 -4.2139
H -2.3846 0.0263 -3.0215
H -2.8025 -1.5047 -2.2316
C -9.0122 1.9993 -1.3121
C -8.1383 3.1916 -1.6882
C -8.0996 3.4490 -3.1958
C -7.5291 2.2342 -3.9096
N -7.0560 1.2265 -4.5017
H -8.6308 1.0673 -1.7412
H -9.0330 1.8712 -0.2252
H -10.0420 2.1428 -1.6586
H -7.1218 3.0183 -1.3141
H -8.5196 4.0854 -1.1821
H -7.4725 4.3203 -3.4121
H -9.1060 3.6518 -3.5776
C 6.3948 5.3770 1.6972
C 6.1806 4.2510 0.6908
C 4.9879 3.3589 1.0408
C 5.2129 2.7097 2.3967
N 5.3994 2.1710 3.5215
H 6.6239 4.9894 2.6949
H 7.2381 6.0045 1.3917
H 5.5050 6.0129 1.7698
H 7.0941 3.6462 0.6357
H 6.0226 4.6868 -0.3019
H 4.8685 2.5772 0.2833
H 4.0639 3.9463 1.0713
C -8.0369 0.7573 3.7273
C -6.5137 0.7269 3.6527
C -5.9795 1.0576 2.2577
C -6.4965 0.0386 1.2551
N -6.9253 -0.8066 0.4234
H -8.4888 0.0046 3.0735
H -8.3717 0.5438 4.7473
H -8.4242 1.7415 3.4400
H -6.1634 -0.2663 3.9594
H -6.1081 1.4475 4.3714
H -4.8847 1.0362 2.2599
H -6.2989 2.0594 1.9508
C 4.8694 4.3356 -9.1780
C 3.4456 4.1404 -9.6891
C 3.3356 3.0276 -10.7333
C 4.2000 3.3657 -11.9370
N 4.9171 3.6462 -12.9356
H 5.5484 4.6421 -9.9800
H 4.8949 5.1195 -8.4144
H 5.2564 3.4122 -8.7320
H 3.0887 5.0863 -10.1145
H 2.7933 3.9020 -8.8417
H 2.2953 2.9180 -11.0572
H 3.6626 2.0708 -10.3120
C -0.6008 -3.9878 5.2186
C -2.0246 -4.1831 4.7075
C -2.1346 -5.2959 3.6633
C -1.2702 -4.9577 2.4596
N -0.5531 -4.6773 1.4611
H 0.0782 -3.6814 4.4166
H -0.5753 -3.2039 5.9822
H -0.2139 -4.9112 5.6646
H -2.3815 -3.2371 4.2821
H -2.6769 -4.4215 5.5549
H -3.1749 -5.4055 3.3394
H -1.8076 -6.2527 4.0847
C -0.3587 -5.0909 9.3797
C -1.2714 -6.0945 10.0770
C -1.2397 -7.4792 9.4271
C -1.7054 -7.3796 7.9836
N -2.0916 -7.2971 6.7861
H -0.6664 -4.9163 8.3438
H -0.3916 -4.1256 9.8947
H 0.6799 -5.4409 9.3770
H -2.2966 -5.7046 10.0721
H -0.9660 -6.1840 11.1254
H -1.8985 -8.1645 9.9709
H -0.2256 -7.8925 9.4511
*
```

These are the Löwdin partial charges, in e, on atoms 1 to 6: atom 1 (B): -0.176, atom 2 (O): -0.010, atom 3 (B): -0.151, atom 4 (O): 0.123, atom 5 (B): -0.411, atom 6 (C): -0.112

No. 2
Density functional theory data (ωB97M-V/def2-TZVPD) for C16H43BMn2O9 as an isolated structure at a distorted geometry.

Summary:
Frontier orbital gap (spin up / spin down) in Eh: 0.2100 / 0.1955
Lowest unoccupied orbital energy (spin up / spin down) in eV: -0.73 / -1.35
Electronic energy in Eh: -3639.1950
<S²>: 30.016

Structure (ORCA input):
```
! RIJCOSX wB97M-V def2-TZVPD def2/J DEFGRID3
* xyz 0 11
Mn 29.0969 -8.5314 -33.8997
Mn 25.1430 -8.4486 -36.3931
C 27.4327 -5.1304 -36.2339
C 26.0200 -5.6408 -36.1340
O 25.7458 -6.7062 -37.0231
H 28.2009 -5.8959 -36.0766
H 27.6904 -4.4371 -35.4250
H 27.5852 -4.6880 -37.2164
H 25.3312 -4.8149 -36.3647
H 25.7408 -6.0031 -35.1298
O 30.1414 -9.8183 -32.7204
C 31.0325 -10.4690 -33.5678
C 31.4737 -9.6958 -34.8298
O 30.4605 -8.9237 -35.3924
H 30.6442 -11.4496 -33.9145
H 31.9343 -10.7718 -33.0047
H 31.9176 -10.4011 -35.5554
H 32.3622 -9.0725 -34.5870
B 27.0507 -8.7455 -35.1066
H 25.9704 -8.7243 -34.6353
H 27.6444 -7.7699 -34.8705
H 27.6783 -9.6303 -34.6800
H 27.0075 -8.8086 -36.2741
C 25.8470 -3.8087 -40.0183
O 26.4380 -5.0465 -39.7662
C 27.6880 -5.1980 -40.4016
C 28.5114 -6.1647 -39.5796
O 27.8355 -7.3430 -39.2708
C 28.6657 -8.3690 -38.7731
H 25.5921 -3.6253 -41.0740
H 26.4717 -2.9739 -39.6763
H 24.8765 -3.7157 -39.5273
H 28.2883 -4.2866 -40.5137
H 27.5238 -5.5894 -41.4135
H 28.9553 -5.6996 -38.6907
H 29.3858 -6.4252 -40.2060
H 28.0658 -9.1606 -38.3255
H 29.3042 -7.9764 -37.9745
H 29.2326 -8.7962 -39.6085
C 23.7704 -11.3899 -36.0071
O 25.0463 -10.7520 -36.1058
C 26.1842 -11.6411 -36.0042
C 26.3858 -12.1980 -34.6200
O 25.3138 -13.1079 -34.3162
C 25.6132 -13.9723 -33.2444
H 23.7353 -12.2328 -36.7005
H 23.0095 -10.6785 -36.3353
H 23.5410 -11.7211 -34.9992
H 27.0493 -11.0156 -36.2026
H 26.0314 -12.4352 -36.7363
H 26.3534 -11.4221 -33.8513
H 27.2895 -12.8106 -34.5622
H 26.6235 -14.3838 -33.3097
H 24.8915 -14.7887 -33.2314
H 25.4652 -13.4494 -32.2910
C 31.0199 -6.0373 -33.8229
O 29.7112 -6.4765 -33.5082
C 29.1143 -5.9193 -32.3556
C 27.7477 -6.5357 -32.1314
O 27.9329 -7.9415 -32.1598
C 26.8997 -8.7099 -31.5544
H 31.4381 -6.7650 -34.5176
H 31.6762 -5.9614 -32.9523
H 30.9922 -5.0578 -34.3108
H 28.9828 -4.8340 -32.4795
H 29.7676 -6.0052 -31.4806
H 27.0651 -6.2357 -32.9370
H 27.3283 -6.1320 -31.2056
H 27.1320 -8.8200 -30.4910
H 27.0047 -9.7241 -31.9379
H 25.9135 -8.2755 -31.7127
*
```

These are the Löwdin partial charges, in e, on atoms 1 to 6: atom 1 (Mn): 0.795, atom 2 (Mn): 1.046, atom 3 (C): -0.076, atom 4 (C): -0.393, atom 5 (O): -0.382, atom 6 (H): 0.067

No. 3
Density functional theory data (ωB97M-V/def2-TZVPD) for C35H35InN3O3P2 as an isolated structure at a distorted geometry.

Summary:
Frontier orbital gap (spin up / spin down) in Eh: 0.1707 / 0.1615
Lowest unoccupied orbital energy (spin up / spin down) in eV: -5.37 / -5.63
Electronic energy in Eh: -2617.1235
Energy relative to the best compared isomer or geometry (same formula, charge and spin) in kcal/mol: 30.3

Structure (ORCA input):
```
! RIJCOSX wB97M-V def2-TZVPD def2/J DEFGRID3
* xyz 1 1
C -1.7857 2.7771 -4.0181
C -1.3979 1.4817 -3.7142
C -0.0180 1.1188 -3.9540
C 1.0329 2.1501 -4.0710
C 0.5591 3.4693 -3.7859
C -0.7947 3.7876 -3.9916
C 2.4010 1.7333 -3.9469
C 2.6620 0.3219 -3.7762
C 1.5101 -0.5980 -3.6887
C 1.6529 -1.9557 -3.2085
C 2.9335 -2.4936 -3.1486
C 4.0326 -1.6014 -3.0974
C 3.8593 -0.2069 -3.2005
H -2.8744 2.9776 -4.0894
H 1.1836 4.2254 -3.2729
H -1.1514 4.8195 -4.1119
H 2.9533 2.3441 -3.1848
H 3.0129 -3.5855 -2.9875
H 5.0203 -2.0661 -2.9481
H 4.6250 0.4355 -2.7301
N 0.2371 -0.1650 -3.6463
In -0.4170 0.2906 1.3058
C -2.3322 0.5241 -2.9538
H -2.2446 -0.5362 -3.2517
H -3.3653 0.8468 -3.1218
C 0.4545 -2.7004 -2.5849
H -0.4952 -2.5367 -3.1272
H 0.6721 -3.7746 -2.5832
P -2.0292 0.6228 -1.0817
P 0.1989 -2.1654 -0.7753
C 1.5882 -3.0528 0.0622
H 1.4248 -3.0637 1.1510
H 1.7094 -4.0957 -0.2750
H 2.5170 -2.4998 -0.1369
C -1.1995 -3.2757 -0.2673
H -0.9325 -4.3436 -0.3223
H -1.4724 -3.0485 0.7745
H -2.0760 -3.0803 -0.9022
C -2.4470 2.3792 -0.6987
H -3.2155 2.7832 -1.3775
H -2.8167 2.4618 0.3362
H -1.5292 2.9808 -0.7864
C -3.5203 -0.2132 -0.3565
H -3.4554 -0.1571 0.7427
H -4.4583 0.2725 -0.6730
H -3.5321 -1.2750 -0.6449
C -0.6004 -1.0977 3.1435
O -0.3675 -1.0703 4.2608
H 0.0569 0.0975 -0.1807
O 0.7924 4.1204 -0.1509
C 1.4087 3.4201 0.6627
N 2.3146 3.8495 1.6362
C 2.5427 2.8700 2.6521
C 2.2002 1.5991 1.8306
O 2.4949 0.4354 2.0660
N 1.3658 2.0161 0.8204
C 3.9418 2.9754 3.2549
C 4.9467 2.0701 2.9272
C 6.2159 2.1556 3.5052
C 6.5188 3.1748 4.4077
C 5.5223 4.1076 4.7298
C 4.2407 4.0129 4.1602
C 1.4247 2.8581 3.7249
C 1.4218 1.7797 4.6211
C 0.3273 1.5790 5.4486
C -0.7377 2.4822 5.4421
C -0.7117 3.5805 4.5842
C 0.3814 3.7909 3.7374
H 2.3597 4.8301 1.8344
H 4.7185 1.2571 2.2494
H 6.9570 1.4052 3.2451
H 7.5127 3.2404 4.8612
H 5.7455 4.9139 5.4374
H 3.4772 4.7412 4.4546
H 2.2713 1.0922 4.6123
H 0.3237 0.7080 6.0977
H -1.5976 2.3037 6.0819
H -1.5486 4.2777 4.5282
H 0.4018 4.6603 3.0764
*
```

These are the Löwdin partial charges, in e, on atoms 1 to 6: atom 1 (C): -0.051, atom 2 (C): -0.227, atom 3 (C): -0.153, atom 4 (C): -0.115, atom 5 (C): -0.025, atom 6 (C): -0.050